No. 1
A cluster of 5 separate species, C2H12O5 in total at a distorted geometry, computed with ωB97M-V/def2-TZVPD.

For the LUMO energy, the calculation gives 0.3 eV. The SMILES is C=CO.O.O.O.O.

```
19
Properties=species:S:1:pos:R:3:mulliken_charge:R:1
C -1.78 -0.63 2.58 -0.716
C -1.20 -0.97 1.44 0.244
O -0.93 -2.25 1.06 -0.506
H -1.60 0.38 2.93 0.247
H -2.15 -1.31 3.33 0.287
H -0.94 -0.22 0.71 0.105
H -1.24 -2.35 0.15 0.323
O 1.97 1.76 1.16 -0.645
H 2.41 2.36 0.55 0.307
H 1.60 1.08 0.58 0.324
O 3.00 -1.15 -0.80 -0.587
H 2.45 -1.40 -1.55 0.301
H 3.89 -1.07 -1.13 0.293
O 0.86 1.12 -1.90 -0.590
H 1.27 0.92 -2.75 0.295
H -0.07 0.85 -1.99 0.331
O -2.18 0.88 -1.63 -0.640
H -2.81 1.55 -1.90 0.302
H -2.55 0.46 -0.85 0.326
```



No. 2
A structure of composition C24H28N5O6PdSeSi, computed with ωB97M-V/def2-TZVPD.

The net charge is +1. For the LUMO energy (spin up / spin down), the calculation gives -3.7 / -5.7 eV. The spin multiplicity is 5. As for the expectation value of S²: 6.0704.

```
66
Properties=species:S:1:pos:R:3:lowdin_spin:R:1
Pd 0.16 0.49 0.84 1.521
O -2.81 5.12 3.94 0.039
C -2.25 4.22 3.39 0.009
C -0.77 3.84 3.53 0.027
O 0.04 4.36 4.24 0.106
C -0.55 2.69 2.60 0.137
C -1.79 2.31 1.96 0.133
O -1.88 1.35 1.16 0.288
C -2.89 3.23 2.39 0.027
O -4.03 3.21 2.02 0.102
O 0.54 2.10 2.38 0.282
C 3.98 0.32 1.51 -0.002
C 3.40 -0.56 0.45 0.026
C 4.20 -1.43 -0.33 0.203
C 3.61 -2.22 -1.30 -0.010
C 2.25 -2.17 -1.51 0.185
C 1.49 -1.29 -0.70 0.025
N 2.10 -0.50 0.25 0.158
N 0.18 -1.09 -0.73 0.497
Si -1.06 -1.70 -1.88 0.045
C -0.95 -3.55 -2.00 0.010
C -2.70 -1.17 -1.19 -0.002
C -0.66 -0.86 -3.51 0.018
H 5.06 0.43 1.39 0.000
H 3.79 -0.12 2.49 -0.001
H 3.51 1.30 1.49 -0.001
H 5.26 -1.46 -0.16 0.010
H 4.22 -2.89 -1.90 -0.004
H 1.76 -2.77 -2.26 0.009
H -0.84 -4.00 -1.01 0.000
H -0.13 -3.91 -2.63 0.000
H -1.88 -3.94 -2.43 0.001
H -2.60 -0.39 -0.44 -0.001
H -3.23 -2.01 -0.74 0.000
H -3.34 -0.78 -1.98 0.000
H 0.40 -0.95 -3.75 0.000
H -0.92 0.19 -3.48 0.000
H -1.23 -1.33 -4.31 0.002
Se 0.82 -0.24 4.20 0.006
N 0.01 -0.75 2.68 0.080
C -0.49 -1.96 2.87 0.004
C -1.26 -2.70 1.92 0.004
C -1.70 -3.93 2.27 -0.002
C -1.42 -4.51 3.56 0.001
C -0.71 -3.84 4.49 -0.001
C -0.23 -2.53 4.18 0.004
N 0.47 -1.77 5.00 -0.001
H -1.50 -2.26 0.97 0.002
H -2.30 -4.51 1.58 0.000
H -1.80 -5.50 3.78 0.000
H -0.50 -4.25 5.47 0.000
C 1.99 2.93 -2.84 0.000
N 0.53 2.99 -2.81 0.003
C -0.12 3.64 -3.94 0.001
C -0.15 2.48 -1.78 0.007
C -1.65 2.57 -1.83 0.001
O 0.44 1.98 -0.81 0.053
H 2.32 2.50 -3.78 0.000
H 2.34 2.32 -2.01 0.000
H 2.41 3.94 -2.74 0.000
H 0.63 4.15 -4.53 0.000
H -0.84 4.39 -3.60 0.000
H -0.63 2.93 -4.58 0.000
H -2.05 2.24 -2.79 0.000
H -1.97 3.60 -1.69 0.000
H -2.07 1.96 -1.03 0.000
```



No. 3
The ion C30H33N4O2 with charge +1 at a distorted geometry, computed with ωB97M-V/def2-TZVPD.

The net charge is +1. For the LUMO energy, the calculation gives -2.9 eV. The SMILES is COc1ccc2c(c1)c(C(c1cn(C)c3ccc(OC)cc13)[n+]1ccc(N3CCCC3)cc1)cn2C.

```
69
Properties=species:S:1:pos:R:3:mulliken_charge:R:1
C 6.85 1.14 2.30 -0.951
O 5.69 0.28 2.64 -0.504
C 4.51 0.94 2.46 0.323
C 4.50 2.21 1.80 -0.658
C 3.31 2.88 1.52 -1.330
C 2.13 2.36 2.04 -0.611
C 2.11 1.08 2.70 1.080
C 3.28 0.37 2.91 -0.190
C 0.73 0.73 2.91 0.258
C 0.31 -0.62 3.37 0.799
C -1.20 -0.73 3.31 0.571
C -2.17 0.18 3.69 -1.344
N -3.42 -0.29 3.33 0.123
C -4.67 0.45 3.39 -0.941
C -3.27 -1.53 2.73 -0.224
C -4.24 -2.33 2.10 -0.879
C -3.79 -3.43 1.38 -0.861
C -2.39 -3.72 1.27 0.327
O -2.07 -4.70 0.39 -0.469
C -0.68 -4.96 0.09 -0.749
C -1.42 -2.94 1.98 0.051
C -1.88 -1.81 2.66 0.438
N 0.89 -0.94 4.83 0.267
C 1.88 -1.83 5.10 0.067
C 2.33 -2.16 6.39 -1.082
C 1.73 -1.56 7.54 0.907
N 2.12 -1.85 8.85 0.156
C 1.17 -1.96 9.96 -0.539
C 2.04 -2.18 11.23 -0.536
C 3.48 -1.97 10.83 -0.553
C 3.51 -1.86 9.28 -0.566
C 0.71 -0.63 7.24 -0.891
C 0.37 -0.32 5.92 0.077
C -0.04 1.77 2.38 -0.908
N 0.80 2.74 1.83 0.071
C 0.24 3.83 1.05 -0.926
H 7.78 0.60 2.53 0.266
H 6.83 1.40 1.22 0.352
H 6.80 2.08 2.88 0.407
H 5.44 2.66 1.51 0.357
H 3.36 3.77 0.88 0.227
H 3.22 -0.59 3.41 0.432
H 0.85 -1.47 2.79 0.330
H -2.07 1.07 4.30 0.645
H -5.47 -0.18 2.99 0.293
H -4.91 0.74 4.42 0.318
H -4.62 1.36 2.78 0.317
H -5.30 -2.06 2.15 0.235
H -4.47 -4.09 0.84 0.443
H -0.71 -5.86 -0.51 0.246
H -0.24 -4.13 -0.49 0.327
H -0.09 -5.13 1.00 0.304
H -0.35 -3.16 1.97 0.242
H 2.37 -2.33 4.25 0.482
H 3.11 -2.90 6.52 0.378
H 0.46 -2.82 9.83 0.247
H 0.53 -1.05 10.05 0.258
H 1.89 -3.20 11.57 0.276
H 1.72 -1.51 12.02 0.310
H 3.87 -1.04 11.25 0.290
H 4.11 -2.79 11.14 0.297
H 4.05 -0.95 8.94 0.289
H 4.06 -2.71 8.83 0.257
H 0.24 -0.10 8.07 0.352
H -0.37 0.47 5.75 0.271
H -1.09 1.95 2.30 0.779
H 1.01 4.56 0.73 0.322
H -0.29 3.44 0.16 0.332
H -0.52 4.35 1.65 0.315
```



No. 4
An isolated molecule of C2ClF3O3S at a distorted geometry, computed with ωB97M-V/def2-TZVPD.

For the LUMO energy, the calculation gives -0.1 eV. The SMILES is O=S1(=O)O[C@@]1(Cl)C(F)(F)F.

```
10
Properties=species:S:1:pos:R:3:mulliken_charge:R:1
O 0.03 1.58 1.64 -0.491
S -0.62 1.47 0.42 1.010
O -1.70 2.23 -0.09 -0.518
O 0.39 1.17 -0.80 -0.334
C -0.28 -0.08 -0.41 0.520
Cl -1.24 -0.61 -1.66 -0.120
C 0.65 -1.19 0.10 0.631
F 1.60 -0.65 0.82 -0.231
F -0.10 -2.05 0.83 -0.241
F 1.27 -1.87 -0.84 -0.226
```



Ordered energy above the lowest of the compared OMol25 structures with the same formula, charge and spin results: 28.2; 0.0; 0.0; 44.8; unit kcal/mol.